1.
{
  "formula": "C2H2F3P",
  "method": "the ωB97M-V functional and the def2-TZVPD basis",
  "elements": ["P", "F", "F", "F", "C", "C", "H", "H"],
  "positions_angstrom": [[-1.13049, -1.60001, 0.41101], [-1.30848, 1.01791, -0.00943], [-0.26915, 0.46955, 1.78508], [1.08952, 0.33219, -1.58183], [-0.34767, 0.14726, 0.45033], [0.96772, 0.42531, -0.23966], [1.81489, 0.87545, 0.28983], [-0.81634, -1.66765, -1.10533]],
  "total_energy_ev": -19543.8058,
  "e_above_lowest_kj_mol": 255.3,
  "homo_ev": [-9.2, -9.4]
}

---

2.
{
  "formula": "C4H5NO",
  "method": "the ωB97M-V functional and the def2-TZVPD basis",
  "elements": ["O", "N", "C", "C", "C", "C", "H", "H", "H", "H", "H"],
  "positions_angstrom": [[0.18130, 0.38526, 1.75279], [-0.77227, -0.37048, -2.90486], [0.96631, -0.63934, 1.10766], [-0.32292, -0.24014, 0.59010], [-0.41557, 0.75626, -0.56408], [-0.61399, 0.13792, -1.88045], [1.10084, -1.52628, 1.74247], [-1.27444, 1.40387, -0.35488], [0.45958, 1.42134, -0.60908], [-1.12313, -0.96445, 0.66038], [1.74752, -0.35989, 0.43359]],
  "total_energy_ev": -7764.7650,
  "smiles": "N#CC[C@H]1CO1",
  "e_above_lowest_kj_mol": 170.0,
  "homo_ev": -11.1
}